1.
Formula: C10H11BrN3S
Source: the OMol25 dataset
Level of theory: ωB97M-V/def2-TZVPD

Last column: natural (NBO) charge in e.
Cartesian coordinates (Å):
C: 0.56 2.38 0.35  -0.228
C: 1.92 2.55 0.15  -0.159
C: -0.15 1.28 -0.18  -0.322
C: 2.58 1.61 -0.68  -0.233
C: 0.66 0.42 -0.80  0.292
C: 2.00 0.40 -1.04  0.055
C: -3.48 -0.35 1.40  0.099
C: -2.76 -0.86 -0.94  0.119
C: -3.60 -0.22 0.08  -0.277
C: -0.49 -1.90 -0.90  0.104
N: -1.68 -1.56 -0.73  -0.435
N: 2.65 -0.66 -1.45  -0.788
N: -2.72 -1.16 2.13  -0.719
S: 0.46 -3.28 -0.64  0.166
Br: -4.92 0.97 -0.65  0.108
H: 0.11 3.27 0.80  0.241
H: 2.45 3.41 0.51  0.241
H: -1.14 1.05 0.19  0.262
H: 3.66 1.70 -0.91  0.231
H: -3.96 0.34 1.96  0.216
H: -3.30 -0.69 -1.96  0.255
H: 3.68 -0.53 -1.60  0.401
H: 2.37 -1.44 -2.11  0.424
H: -2.44 -2.03 1.67  0.390
H: -2.80 -1.32 3.08  0.412
H: -0.31 -4.34 -0.91  0.145

Computed properties:
Kohn-Sham gap (eV): 6.5
Total charge: +1
Molecular weight (g/mol): 285.2
2S+1: 1
Energy relative to the best compared isomer or geometry (same formula, charge and spin) (eV): 2.6227
Strongest force on any atom (eV/A): 5.988
LUMO energy (eV): -5.01

***

2.
Formula: C10H11BrO
Source: the OMol25 dataset
Level of theory: ωB97M-V/def2-TZVPD

Last column: natural (NBO) charge in e.
Cartesian coordinates (Å):
C: -0.46 -1.75 -1.22  -0.644
C: -1.82 -1.27 -0.73  0.023
O: -2.28 -1.85 0.56  -0.483
C: -2.22 -0.52 0.43  0.271
Br: -3.93 0.50 0.26  -0.063
C: -1.22 0.31 1.30  -0.479
C: 0.21 0.62 0.78  -0.039
C: 1.36 0.01 1.26  -0.204
C: 2.56 0.36 0.73  -0.227
C: 2.57 1.18 -0.33  -0.210
C: 1.48 1.83 -0.88  -0.219
C: 0.30 1.55 -0.22  -0.196
H: 0.33 -1.59 -0.49  0.228
H: -0.18 -1.12 -2.15  0.231
H: -0.51 -2.91 -1.45  0.233
H: -2.55 -1.46 -1.50  0.194
H: -1.17 -0.41 2.18  0.239
H: -1.71 1.30 1.41  0.246
H: 1.34 -0.72 2.09  0.219
H: 3.61 0.05 0.95  0.228
H: 3.63 1.45 -0.59  0.208
H: 1.34 2.38 -1.86  0.233
H: -0.67 2.05 -0.53  0.211

Computed properties:
Kohn-Sham gap (eV): 10.2
Total charge: 0
Molecular weight (g/mol): 227.1
2S+1: 1
Energy relative to the best compared isomer or geometry (same formula, charge and spin) (eV): 1.0347
Strongest force on any atom (eV/A): 4.257
LUMO energy (eV): 0.80

***

3.
Formula: C10H11Cl3GeO2PdS4Sb
Source: the OMol25 dataset
Level of theory: ωB97M-V/def2-TZVPD

Last column: Mulliken spin population.
Cartesian coordinates (Å):
Pd: -0.59 -3.86 0.42  0.037
S: 3.95 -3.70 0.09  0.057
Sb: 2.38 -2.95 1.52  -0.013
S: 0.80 -4.84 -1.00  0.934
S: 0.75 -4.54 2.12  -0.008
S: 2.97 -1.57 3.23  -0.003
C: 0.02 4.53 -1.33  0.000
C: 0.11 3.10 -0.85  0.000
C: 0.14 2.81 0.50  0.000
C: 0.19 1.50 0.97  -0.001
C: 0.24 1.22 2.44  0.001
C: 0.22 0.46 0.03  0.003
C: 0.21 0.73 -1.34  0.003
C: 0.23 -0.38 -2.36  0.001
C: 0.14 2.05 -1.76  0.000
C: 0.30 -0.95 0.54  -0.015
O: -0.61 -1.44 1.19  0.001
O: 1.44 -1.51 0.29  0.001
H: 0.28 5.23 -0.54  0.000
H: -0.99 4.77 -1.67  0.000
H: 0.69 4.70 -2.17  0.000
H: 0.13 3.62 1.23  0.000
H: 0.03 2.13 3.00  0.000
H: 1.23 0.85 2.72  0.000
H: -0.47 0.45 2.72  -0.001
H: 0.99 -1.12 -2.13  -0.001
H: 0.42 0.03 -3.35  0.000
H: -0.73 -0.90 -2.38  0.000
H: 0.12 2.26 -2.82  0.000
Cl: -3.05 -4.00 1.84  0.000
Ge: -3.63 -2.29 0.45  -0.001
Cl: -5.61 -3.22 -0.28  0.000
Cl: -2.28 -3.17 -1.33  0.004

Computed properties:
Kohn-Sham gap (alpha / beta) (eV): 6.6 / 6.5
Total charge: -2
Molecular weight (g/mol): 698.6
2S+1: 2
Energy relative to the best compared isomer or geometry (same formula, charge and spin) (eV): 1.1282
Strongest force on any atom (eV/A): 0.736
LUMO energy (alpha / beta) (eV): 4.29 / 4.29

***

4.
Formula: C10H11Cl4MoN5O5
Source: the OMol25 dataset
Level of theory: ωB97M-V/def2-TZVPD

Last column: natural (NBO) charge in e.
Cartesian coordinates (Å):
Mo: -0.20 0.27 -0.25  1.322
N: 1.01 -1.70 -0.37  -0.595
N: 2.30 -1.54 0.23  -0.405
C: 2.77 -0.30 0.41  0.667
N: 3.97 -0.04 0.87  -0.707
N: 1.84 0.61 0.06  -0.515
N: 1.92 1.96 0.14  0.661
O: 2.89 2.58 0.40  -0.244
O: 0.77 2.39 -0.10  -0.367
H: 0.47 -2.34 0.23  0.438
H: 1.14 -2.14 -1.28  0.420
H: 2.82 -2.38 0.46  0.439
H: 4.62 -0.78 1.10  0.448
H: 4.26 0.92 0.99  0.464
Cl: -4.27 2.41 4.68  0.138
C: -3.18 1.50 3.74  -0.064
C: -2.53 0.37 4.32  -0.066
Cl: -2.86 -0.04 5.94  0.134
C: -1.63 -0.38 3.59  -0.116
Cl: -0.78 -1.73 4.22  0.093
C: -1.40 0.01 2.28  0.244
O: -0.50 -0.55 1.43  -0.576
C: -2.05 1.07 1.70  0.197
O: -1.73 1.23 0.40  -0.541
C: -2.94 1.86 2.42  -0.089
Cl: -3.69 3.18 1.65  0.115
C: -3.43 -0.88 -1.47  -0.244
O: -2.42 -0.26 -2.34  -0.400
C: -1.30 0.10 -1.86  0.381
C: -0.38 0.83 -2.80  -0.718
H: -3.79 -1.74 -2.02  0.234
H: -4.20 -0.13 -1.33  0.237
H: -2.96 -1.16 -0.52  0.188
H: -0.92 1.70 -3.19  0.304
H: 0.00 0.21 -3.61  0.285
H: 0.51 1.27 -2.30  0.239

Computed properties:
Kohn-Sham gap (eV): 6.2
Total charge: +2
Molecular weight (g/mol): 519.0
2S+1: 1
Strongest force on any atom (eV/A): 0.828
LUMO energy (eV): -8.03

***

5.
Formula: C10H11ClF5LaNd
Source: the OMol25 dataset
Level of theory: ωB97M-V/def2-TZVPD

Last column: Mulliken spin population.
Cartesian coordinates (Å):
La: 0.24 -0.28 -3.70  -0.329
Cl: 1.55 0.14 -1.35  0.009
C: -1.51 -0.59 -5.27  0.014
C: 2.08 -1.31 -4.58  0.010
H: -1.28 -1.34 -6.03  0.003
H: -2.32 -0.92 -4.63  -0.008
H: -1.78 0.36 -5.74  -0.005
H: 1.87 -1.99 -5.43  0.005
H: 2.46 -1.92 -3.73  -0.007
H: 2.91 -0.63 -4.88  -0.003
Nd: -0.36 0.17 0.35  3.044
C: -2.63 0.83 -0.17  0.001
C: -0.76 -2.06 0.07  0.285
H: -3.05 0.22 -1.00  -0.012
H: -3.26 0.60 0.73  0.000
H: -2.77 1.89 -0.40  0.000
H: -0.11 -2.86 0.50  -0.004
H: -1.78 -2.50 0.23  -0.005
F: 1.48 -1.67 3.53  0.002
C: 1.18 -0.36 3.69  -0.016
C: 0.56 0.34 2.69  0.007
C: 0.28 1.70 2.88  0.011
F: -0.32 2.41 1.84  0.002
C: 0.61 2.35 4.06  0.001
F: 0.33 3.66 4.23  0.000
C: 1.22 1.65 5.08  0.001
F: 1.54 2.24 6.25  0.000
C: 1.51 0.29 4.89  -0.004
F: 2.12 -0.40 5.89  0.000

Computed properties:
Kohn-Sham gap (alpha / beta) (eV): 4.5 / 3.6
Total charge: -1
Molecular weight (g/mol): 544.8
2S+1: 4
Strongest force on any atom (eV/A): 2.571
LUMO energy (alpha / beta) (eV): 1.44 / 1.63